1.
{"formula": "C12H11ClN2O2SeZr", "method": "wB97M-V/def2-TZVPD", "species": ["Zr", "Cl", "C", "C", "C", "C", "O", "C", "C", "O", "C", "H", "H", "H", "H", "Se", "C", "C", "C", "N", "C", "C", "H", "H", "H", "H", "N", "H", "H", "H"], "positions_angstrom": [[0.1118, -0.0835, -0.7869], [-3.5349, 3.1836, 4.6968], [-2.7360, 2.1783, 3.5658], [-2.1265, 0.9897, 4.0010], [-1.4739, 0.1456, 3.1190], [-1.4002, 0.4822, 1.7836], [-0.7788, -0.3373, 0.9031], [-2.0023, 1.6838, 1.3239], [-1.9683, 2.0461, -0.0333], [-1.3157, 1.4341, -0.9505], [-2.6851, 2.5166, 2.2395], [-2.1780, 0.7355, 5.0521], [-1.0224, -0.7760, 3.4608], [-2.5490, 2.9104, -0.3572], [-3.1538, 3.4290, 1.8915], [2.1479, 1.3365, -0.2658], [2.6772, -0.2882, -1.1890], [3.3788, -0.2567, -2.3850], [3.6364, -1.4678, -3.0217], [3.2103, -2.6455, -2.5650], [2.5534, -2.6821, -1.4216], [2.2447, -1.5302, -0.6850], [3.7227, 0.6788, -2.8049], [4.1867, -1.4904, -3.9549], [2.2729, -3.6651, -1.0562], [1.8271, -1.6263, 0.3208], [-0.6554, -1.5416, -2.5057], [-1.3101, -1.0829, -3.1426], [-1.1616, -2.3478, -2.1358], [0.0819, -1.9288, -3.0970]], "forces_ev_per_a": [[-0.732, 0.640, 0.533], [-0.004, 0.004, -0.003], [0.043, -0.121, 0.136], [-0.094, 0.161, -0.025], [0.076, -0.201, -0.061], [-0.099, 0.112, 0.143], [0.393, -0.079, -0.363], [0.190, -0.252, -0.175], [-0.047, 0.012, -0.137], [0.367, -0.188, 0.152], [-0.060, 0.120, -0.114], [0.007, -0.018, -0.008], [-0.014, 0.019, 0.032], [0.011, 0.015, -0.051], [0.004, -0.012, -0.007], [-0.203, -0.421, -0.253], [-0.168, 0.249, 0.351], [0.028, -0.058, -0.165], [-0.084, 0.170, -0.028], [0.032, -0.166, -0.063], [-0.137, -0.092, 0.109], [0.161, 0.006, -0.186], [0.023, -0.015, -0.016], [0.033, 0.018, 0.009], [-0.024, 0.016, 0.026], [0.133, -0.023, 0.123], [0.183, 0.166, 0.080], [-0.017, -0.006, -0.020], [-0.007, -0.026, 0.000], [0.006, -0.029, -0.021]], "lowdin_charge": [1.6013, 0.7852, -0.6384, -0.0004, 0.0411, -0.2615, -0.2567, -0.1227, -0.0621, -0.1849, -0.0024, 0.1349, 0.1419, 0.1652, 0.1381, 0.8097, -0.7050, -0.0621, -0.0641, 0.1071, -0.1132, -0.2358, 0.1243, 0.1352, 0.1330, 0.1091, 0.0111, 0.0945, 0.0957, 0.0819], "lumo_ev": -8.7, "homo_energy_ev": -15.328, "orbital_gap_ev": 6.669, "relative_energy_ev": 0.1702, "charge": 2}

2.
{"formula": "C12H11FN2O3", "method": "wB97M-V/def2-TZVPD", "species": ["C", "C", "N", "C", "C", "C", "C", "O", "F", "C", "C", "C", "C", "C", "O", "N", "C", "O", "H", "H", "H", "H", "H", "H", "H", "H", "H", "H", "H"], "positions_angstrom": [[3.7952, 0.0092, -0.0689], [2.3133, -0.6319, -0.0537], [1.3923, 0.0225, -1.0792], [0.0539, 0.0151, -0.4551], [-0.7086, 1.3252, -0.0333], [0.0660, 2.7180, -0.3423], [-1.0969, 3.8413, -0.4997], [-1.6823, 3.9413, -1.5965], [-1.4502, 4.7489, 0.5367], [-2.1295, 1.3028, 0.6457], [-2.8607, -0.0606, 0.8874], [-2.0960, -1.3365, 0.4703], [-0.6754, -1.3222, -0.1645], [-0.2762, -2.8387, -0.4218], [0.5856, -3.3546, -1.1760], [-1.2074, -3.6660, 0.4141], [-2.4508, -2.8867, 0.5768], [-3.6380, -3.2438, 0.7395], [4.4596, -0.4715, -0.8801], [3.7754, 1.1549, -0.1398], [4.3030, -0.2341, 0.9360], [1.8375, -0.4452, 0.9748], [2.3799, -1.7637, -0.2274], [1.3230, -0.6851, -1.8410], [0.7973, 2.9944, 0.4972], [0.5665, 2.6758, -1.3785], [-2.6720, 2.2565, 0.9822], [-3.8936, -0.1741, 1.3468], [-0.8108, -3.8913, 1.3504]], "forces_ev_per_a": [[0.019, -0.491, 0.521], [1.148, 0.413, 0.733], [-1.361, -1.347, 1.173], [-3.774, -0.475, 1.135], [-0.598, -2.213, 0.348], [-1.585, 0.231, 0.724], [-1.357, 0.352, -4.129], [2.194, -0.154, 4.952], [1.067, -2.102, -1.531], [1.362, -3.612, -0.878], [3.838, -0.278, -1.816], [2.481, 1.875, -0.855], [-2.127, 2.549, 0.704], [1.444, -0.331, -0.922], [-3.193, 2.321, 3.103], [-0.652, 1.120, -0.387], [-2.911, 1.918, 0.668], [4.643, 0.232, -0.373], [-1.166, 1.011, 1.105], [-0.085, -1.778, -0.166], [-0.778, 0.262, -1.474], [0.868, -0.329, -1.456], [-0.143, 1.643, 0.302], [0.046, 0.884, 0.485], [-1.059, -0.491, -1.311], [-0.762, 0.000, 1.839], [1.129, -1.524, -0.713], [1.612, 0.404, -0.700], [-0.299, -0.087, -1.081]], "lowdin_charge": [-0.1103, -0.2520, -0.0271, -0.1277, -0.0625, -0.0467, -0.3415, 0.0865, 0.0216, 0.0251, 0.0258, -0.0295, 0.0185, -0.3010, 0.0621, 0.1016, -0.3318, 0.0739, 0.0784, 0.0741, 0.0735, 0.1219, 0.1104, 0.1191, 0.1287, 0.1337, 0.1097, 0.1081, 0.1573], "lumo_ev": -1.2, "smiles": "CCNc1c(CC(=O)F)ccc2c1C(=O)NC2=O", "homo_energy_ev": -9.578, "orbital_gap_ev": 8.370, "relative_energy_ev": 5.5771, "charge": 0}

3.
{"formula": "C12H11N4", "method": "wB97M-V/def2-TZVPD", "species": ["C", "C", "C", "C", "C", "C", "C", "C", "C", "C", "C", "C", "N", "N", "N", "N", "H", "H", "H", "H", "H", "H", "H", "H", "H", "H", "H"], "positions_angstrom": [[-3.4117, -0.2511, -0.5731], [-2.6387, 0.6532, -1.3004], [-2.7774, -1.1475, 0.3311], [1.0665, 2.5708, 0.7015], [-1.2700, 0.6014, -1.1691], [-1.4332, -1.0562, 0.5652], [1.5606, 2.3029, -0.5404], [1.0830, 1.4992, 1.6372], [-0.7008, -0.0777, -0.1552], [1.7169, 0.8432, -0.7895], [0.8947, -0.1312, 0.0320], [1.8199, -1.3116, -0.1649], [1.0976, 0.2238, 1.4075], [2.7564, 0.2678, -1.3244], [2.8237, -1.0443, -0.9480], [1.4808, -2.6086, 0.4805], [-4.5071, -0.3084, -0.8024], [-3.0933, 1.3357, -1.9507], [-3.1862, -2.1371, 0.6731], [0.9926, 3.6683, 1.0627], [-0.5879, 1.1006, -1.8277], [-0.9131, -1.5070, 1.3622], [1.9626, 3.1029, -1.2013], [1.1045, 1.8359, 2.7438], [1.8115, -3.3552, -0.1871], [0.4227, -2.5693, 0.5963], [1.9251, -2.5003, 1.3414]], "forces_ev_per_a": [[-0.495, -0.485, -0.065], [-0.508, -1.373, 1.249], [-0.800, -1.713, -0.635], [1.109, 2.662, -1.731], [0.729, 1.177, -0.546], [0.578, 2.661, -0.984], [-0.235, 0.117, 0.296], [-0.534, -1.270, 3.467], [2.263, -3.308, 0.470], [0.811, -0.248, -0.254], [-0.223, 1.183, -0.503], [-0.481, 1.066, -2.677], [-0.238, 1.980, 2.024], [-0.643, 2.580, -0.058], [-1.864, -3.085, 2.004], [-1.077, 1.131, -3.699], [1.193, -0.035, 0.518], [-0.571, 0.688, -1.034], [-0.542, 1.611, 0.011], [0.021, -2.159, -0.578], [-0.200, 0.621, -0.408], [0.142, -1.043, 1.006], [-0.556, -0.932, 0.327], [0.081, -0.832, -1.780], [-0.297, 0.381, 1.394], [1.296, -0.512, -0.140], [1.039, -0.863, 2.328]], "lowdin_charge": [-0.0332, -0.0384, -0.0593, -0.0442, -0.0409, -0.0719, 0.0352, -0.1218, -0.1199, -0.1952, -0.3148, -0.2026, 0.1141, 0.1183, 0.1252, 0.3032, 0.1313, 0.1026, 0.1333, 0.1545, 0.1166, 0.0875, 0.1418, 0.1568, 0.2127, 0.1658, 0.1434], "lumo_ev": -4.9, "smiles": "[NH3+]C1=NN=C2C=CC=N[C@]12c1ccccc1", "homo_energy_ev": -12.902, "orbital_gap_ev": 7.961, "relative_energy_ev": 3.0399, "charge": 1}